The following is a DFT calculation (wB97M-V/def2-TZVPD) of a 2-piece molecular cluster, C25H48N4O9P overall at a distorted geometry.

Results
- maximum force (Eh/bohr) = 0.032
- highest occupied orbital energy (eV) = -11.833
- LUMO level (eV) = -2.5
- net charge = +1
- orbital gap (eV) = 9.29
- energy above the lowest of the compared OMol25 structures with the same formula, charge and spin (kJ/mol) = 0.0

Structure (XYZ):
```
87
C25H48N4O9P (wB97M-V/def2-TZVPD)
P 1.52 4.58 -0.06
O -2.90 -1.40 -4.83
O 2.69 -0.80 2.50
O 0.97 5.15 -1.44
O 1.69 5.60 0.97
O -1.10 -3.46 6.76
O 2.87 3.83 -0.45
O 1.49 1.01 3.02
O -1.01 -1.80 8.28
O 0.86 -2.82 7.66
N -1.38 1.66 -0.24
N -3.80 -2.09 -2.00
N -1.25 0.46 -2.27
N -2.58 -0.34 -0.68
C 2.18 -1.67 1.46
C 0.97 -1.07 4.09
C 1.28 -1.69 8.43
C -1.76 -0.81 -4.29
C 1.74 -2.32 -1.93
C 3.19 2.50 0.00
C 0.41 -1.80 -1.36
C 4.41 2.02 -0.77
C -5.27 -1.90 -1.89
C 2.91 -1.38 0.16
C -1.68 -0.88 -2.74
C 1.72 -0.15 3.20
C 2.76 5.69 -3.05
C -0.82 -2.08 -2.24
C -5.87 -1.30 -3.16
C -0.37 -0.98 4.12
C 0.00 -1.33 9.18
C -0.48 -2.76 7.50
C -3.06 -0.89 -2.05
C 0.25 3.41 0.48
C 2.80 -2.55 -0.85
C -1.70 0.64 -1.01
C -2.79 -2.80 -5.08
C 1.55 4.82 -2.71
C -0.54 2.78 -0.67
H -3.63 -0.07 -2.49
H -5.68 -2.89 -1.70
H 0.64 2.66 1.17
H 2.37 -2.71 1.76
H -0.42 4.05 1.06
H 2.54 -0.46 -0.28
H 0.76 5.00 -3.44
H 3.68 5.12 -2.94
H 0.26 -2.29 -0.40
H 0.11 2.50 -1.49
H -0.09 -1.87 10.12
H 3.76 -2.71 -1.32
H 1.59 -0.89 7.75
H 4.10 1.51 -1.69
H -6.64 -1.95 -3.57
H -1.21 3.54 -1.07
H 2.10 -1.96 9.08
H 2.71 6.05 -4.07
H -0.49 -2.61 -3.13
H 2.35 1.82 -0.18
H -6.35 -0.34 -2.95
H -1.78 0.24 -4.57
H -1.45 -2.78 -1.70
H -3.34 -0.04 -0.08
H 2.83 6.51 -2.34
H -0.84 -1.24 -4.71
H 2.54 -3.45 -0.29
H -2.03 -2.99 -5.85
H 1.58 -3.24 -2.48
H -1.78 1.68 0.68
H -3.75 -3.13 -5.45
H 3.42 2.54 1.06
H -5.52 -1.28 -1.02
H 1.55 -1.76 4.69
H -5.11 -1.15 -3.93
H 3.96 -1.20 0.42
H -2.56 -3.36 -4.17
H 5.01 1.34 -0.18
H -0.87 -0.02 4.15
H -3.49 -2.65 -1.22
H 2.14 -1.57 -2.63
H 5.00 2.88 -1.09
H 0.55 -0.73 -1.17
H -0.96 -1.89 4.11
H -0.12 -0.27 9.36
H -0.27 0.68 -2.44
H 1.79 3.75 -2.79
H 1.11 -1.50 1.38
```

Per-atom Mulliken charges, elementary charge units:
1 P 0.63
2 O -0.35
3 O -0.39
4 O -0.33
5 O -0.79
6 O -0.53
7 O -0.28
8 O -0.55
9 O -0.33
10 O -0.33
11 N 0.02
12 N -0.05
13 N -0.41
14 N -0.38
15 C -0.30
16 C -0.16
17 C -0.24
18 C -1.12
19 C -0.77
20 C 0.75
21 C 0.77
22 C -1.37
23 C -0.30
24 C 0.47
25 C 2.32
26 C 0.51
27 C -1.16
28 C -1.67
29 C -1.06
30 C -0.82
31 C -0.34
32 C 0.70
33 C -1.85
34 C -0.68
35 C -1.15
36 C 0.02
37 C -0.65
38 C -0.03
39 C -0.24
40 H 0.68
41 H 0.46
42 H 0.27
43 H 0.19
44 H 0.49
45 H -0.84
46 H 0.46
47 H 0.27
48 H 0.42
49 H 0.11
50 H 0.26
51 H 0.28
52 H 0.21
53 H 0.28
54 H 0.31
55 H 0.25
56 H 0.32
57 H 0.38
58 H 0.71
59 H -0.48
60 H 0.32
61 H 0.36
62 H 0.12
63 H 0.40
64 H 0.30
65 H 0.42
66 H 0.48
67 H 0.34
68 H 0.41
69 H 0.28
70 H 0.25
71 H 0.33
72 H 0.26
73 H 0.55
74 H 0.28
75 H 0.55
76 H 0.25
77 H 0.35
78 H 0.34
79 H 0.38
80 H 0.28
81 H 0.43
82 H -0.66
83 H 0.29
84 H 0.29
85 H 0.38
86 H 0.09
87 H 0.32